This record from OMol25 describes a molecular structure, CH2O4S2. The level of theory is ωB97M-V with the def2-TZVPD basis set.

The value obtained for the LUMO energy is 0.24005 Eh. The HOMO-LUMO gap comes out at 5.603 eV. As for the charge: -2. The calculation puts the HOMO energy at 0.93 eV. As for the energy above the lowest of the compared OMol25 structures with the same formula, charge and spin: 2.154 eV.

Geometry (Å):
C  0.61  0.15  -1.17
O  -0.69  -2.18  -0.25
O  -0.42  1.72  0.82
O  1.75  -1.82  0.00
O  2.01  1.19  0.65
S  0.61  -1.69  -0.95
S  0.66  0.68  0.43
H  -0.26  0.60  -1.54
H  0.58  -0.40  1.45